ORCA calculation (the ωB97M-V functional and the def2-TZVPD basis) on C23H35BFN7PtS2SeSi as an isolated structure in a non-equilibrium geometry.

Its energy is -136384.6388 eV. As for the LUMO energy (alpha / beta): -1.492 / -1.496 eV. The value obtained for the max |F| is 4.333 eV/A. As for the energy above the lowest of the compared OMol25 structures with the same formula, charge and spin: 4.628 eV. Its total charge is 0.

Structure (XYZ):
```
72
Properties=species:S:1:pos:R:3:forces:R:3
Pt -0.166 0.568 -0.509 0.24 1.26 -0.32
C 0.969 -1.017 -4.356 -0.20 0.41 -0.33
N 1.454 -1.890 -3.328 0.30 -0.44 0.77
C 1.499 -3.256 -3.335 0.01 -0.44 0.04
C 2.027 -3.640 -2.145 -0.12 -0.31 -0.41
N 2.320 -2.530 -1.412 -0.20 0.32 -0.58
B 3.111 -2.520 -0.083 -0.21 0.30 0.15
N 2.138 -2.383 1.133 -0.05 0.20 0.29
C 1.775 -3.436 1.921 -0.21 -0.39 0.40
C 1.282 -2.964 3.093 -0.01 -0.22 -0.07
N 1.322 -1.596 3.019 0.34 -0.51 -0.69
C 1.027 -0.682 4.086 -0.21 0.45 0.54
C 1.820 -1.264 1.799 -0.05 0.46 0.37
S 1.964 0.345 1.285 -0.89 0.55 -0.52
C 1.949 -1.469 -2.138 0.08 0.30 -0.27
S 2.119 0.177 -1.758 -1.34 0.83 -0.32
H 0.447 -1.598 -5.110 -0.05 -0.11 0.02
H 1.789 -0.469 -4.824 -0.02 -0.03 0.08
H 0.289 -0.293 -3.904 0.04 -0.08 -0.11
H 1.156 -3.832 -4.167 -0.11 -0.14 -0.15
H 2.217 -4.620 -1.762 0.08 -0.20 0.01
H 3.859 -1.599 -0.078 0.17 0.18 0.01
H 3.648 -3.575 0.024 0.13 -0.42 0.00
H 1.911 -4.443 1.583 0.08 -0.19 0.04
H 0.922 -3.468 3.965 -0.07 -0.16 0.17
H 0.185 -1.051 4.673 0.05 0.00 -0.11
H 0.772 0.290 3.662 0.03 -0.15 0.03
H 1.891 -0.560 4.745 0.01 -0.04 -0.10
C -2.311 4.122 1.143 0.77 -0.28 0.15
Si -0.673 3.156 1.404 0.00 0.31 -0.03
C 0.494 3.530 -0.058 -0.24 0.02 0.55
C 0.188 3.818 2.981 -0.43 -0.36 -0.56
N -1.001 1.451 1.442 0.49 0.59 -2.19
C -1.622 0.757 2.400 -0.34 -0.80 0.07
C -2.300 1.324 3.503 0.19 0.00 -0.34
C -2.897 0.550 4.471 -0.04 -0.27 0.27
C -2.853 -0.837 4.421 -0.06 0.02 0.12
C -2.196 -1.444 3.361 -0.04 0.18 -0.10
C -1.629 -0.656 2.390 0.09 -0.15 -0.04
F -0.974 -1.291 1.365 -0.20 0.08 0.44
H -2.100 5.161 0.915 0.05 0.33 -0.06
H -2.941 4.103 2.026 -0.12 -0.04 0.20
H -2.885 3.713 0.318 -0.09 -0.16 -0.21
H 1.037 4.456 0.114 0.03 0.29 0.12
H -0.051 3.642 -0.990 -0.06 0.00 -0.16
H 1.238 2.744 -0.195 0.00 0.10 0.05
H 0.362 4.884 2.887 0.00 0.28 -0.09
H 1.154 3.342 3.116 0.19 -0.18 -0.02
H -0.393 3.662 3.884 -0.12 -0.07 0.17
H -2.337 2.399 3.568 -0.07 0.18 0.06
H -3.399 1.033 5.296 -0.08 0.09 0.09
H -3.314 -1.439 5.188 -0.05 -0.02 0.09
H -2.103 -2.520 3.302 0.02 -0.08 -0.11
C -1.377 1.351 -1.969 3.29 -0.82 2.70
H -1.281 1.093 -3.018 -0.29 -0.43 -0.07
H -1.902 2.287 -1.815 -0.40 0.04 0.19
C -3.978 -0.267 -1.393 0.40 0.57 -0.57
N -3.811 -1.398 -0.533 0.48 -0.27 0.30
C -4.696 -1.861 0.401 -0.43 -0.39 0.59
C -4.157 -2.968 0.965 -0.58 0.33 0.05
N -2.940 -3.175 0.378 -0.27 0.70 -0.32
C -1.990 -4.209 0.662 0.50 -0.41 -0.02
C -2.732 -2.206 -0.540 0.45 -0.24 -0.42
Se -1.269 -2.093 -1.617 0.35 -0.10 -0.57
H -4.754 0.383 -0.998 -0.02 0.00 0.06
H -4.245 -0.600 -2.398 0.03 0.08 0.03
H -3.012 0.302 -1.469 -0.84 -0.57 0.26
H -5.629 -1.372 0.593 -0.14 0.07 0.05
H -4.542 -3.615 1.724 -0.07 -0.08 0.17
H -2.317 -4.781 1.528 -0.09 0.04 0.03
H -1.014 -3.762 0.856 -0.07 -0.02 0.05
H -1.890 -4.871 -0.200 -0.01 0.01 0.06
```
Forces are in eV/Å.

ORCA calculation (the ωB97M-V functional and the def2-TZVPD basis) on a 6-piece molecular cluster, C23H35BO16 overall.

Its energy is -57860.0013 eV. As for the LUMO energy: 0.151 eV. The value obtained for the max |F| is 0.741 eV/A. Its structure (SMILES) is O=C1OC[C@H](OB(O)O)O1.O=C1CCCO1.O=C1CCCO1.O=C1CCCO1.O=C1CCCO1.O=C1CCCO1. Its total charge is 0.

Structure (XYZ):
```
75
Properties=species:S:1:pos:R:3:forces:R:3
O -2.623 2.801 -3.569 -0.25 0.23 -0.13
C -2.061 3.404 -2.720 -0.21 0.33 0.14
O -1.082 4.329 -2.873 0.38 -0.40 -0.19
C -0.179 3.988 -1.802 -0.34 -0.23 -0.07
C -1.144 3.661 -0.667 0.08 0.51 0.09
O -0.580 2.704 0.164 -0.42 -0.01 -0.01
B -1.103 1.505 0.602 0.09 -0.09 -0.07
O -2.231 0.924 0.066 0.33 -0.38 0.31
O -0.434 0.900 1.652 -0.08 0.17 -0.29
O -2.318 3.268 -1.384 0.37 -0.64 0.05
H 0.306 3.053 -2.091 0.34 0.09 0.14
H 0.535 4.777 -1.605 -0.09 0.17 -0.06
H -1.419 4.524 -0.061 0.02 0.02 0.07
H -2.148 0.727 -0.869 -0.30 0.34 -0.28
H 0.260 0.337 1.289 0.22 -0.13 0.29
O 1.338 0.969 -2.587 -0.01 -0.02 0.00
C 2.305 0.981 -1.876 -0.03 0.04 -0.02
C 3.768 0.929 -2.265 0.02 -0.14 0.15
C 4.455 0.567 -0.949 -0.05 -0.01 -0.06
C 3.497 1.160 0.080 0.16 -0.11 0.07
O 2.196 1.069 -0.536 -0.10 0.00 0.14
H 4.055 1.918 -2.628 -0.01 0.00 -0.03
H 3.917 0.207 -3.063 -0.01 0.07 -0.06
H 5.468 0.949 -0.850 -0.02 0.05 -0.01
H 4.484 -0.517 -0.836 0.01 0.00 0.03
H 3.702 2.213 0.286 -0.01 0.01 -0.03
H 3.473 0.606 1.015 -0.12 -0.01 -0.01
O -8.106 0.254 -0.255 0.01 0.04 0.03
C -7.114 0.919 -0.317 0.04 -0.09 -0.02
C -6.120 1.236 0.786 -0.02 0.17 -0.07
C -5.339 2.415 0.216 -0.04 0.04 0.05
C -5.436 2.153 -1.282 0.06 0.02 0.04
O -6.708 1.504 -1.469 -0.01 0.01 -0.01
H -5.487 0.358 0.931 0.00 -0.01 0.02
H -6.645 1.450 1.713 0.00 -0.09 0.02
H -4.310 2.476 0.559 0.02 -0.06 -0.04
H -5.845 3.350 0.462 0.00 0.00 -0.01
H -4.651 1.482 -1.634 0.01 0.01 0.01
H -5.421 3.053 -1.891 -0.04 -0.02 -0.03
O 2.274 -1.374 2.717 0.01 0.00 -0.04
C 1.807 -2.290 2.101 -0.11 0.12 0.11
C 1.073 -3.509 2.624 0.14 -0.15 -0.19
C 1.087 -4.453 1.421 0.02 0.07 0.07
C 1.124 -3.473 0.252 -0.05 -0.20 0.07
O 1.852 -2.333 0.753 0.03 0.11 -0.17
H 0.062 -3.199 2.895 0.01 0.02 0.04
H 1.574 -3.898 3.506 -0.06 0.06 0.06
H 0.239 -5.132 1.374 -0.03 0.03 0.00
H 2.000 -5.050 1.427 -0.01 -0.01 -0.02
H 0.125 -3.138 -0.037 -0.01 0.02 0.02
H 1.638 -3.862 -0.620 0.06 0.08 -0.01
O 3.297 -6.388 -2.074 0.01 0.02 -0.04
C 2.509 -6.065 -2.913 -0.04 -0.09 0.09
C 2.239 -6.698 -4.264 0.00 0.19 -0.07
C 1.444 -5.619 -4.996 0.06 -0.03 0.03
C 0.755 -4.899 -3.841 0.00 -0.01 -0.08
O 1.669 -5.012 -2.734 -0.05 0.05 -0.03
H 1.654 -7.604 -4.098 0.02 -0.02 0.00
H 3.176 -6.967 -4.743 -0.01 -0.08 0.04
H 0.741 -6.001 -5.733 -0.02 -0.03 0.03
H 2.127 -4.935 -5.501 -0.02 0.01 -0.01
H -0.186 -5.376 -3.557 0.00 -0.01 -0.01
H 0.577 -3.843 -4.026 0.02 0.01 0.04
O 1.935 5.355 6.082 0.01 -0.04 0.00
C 1.438 4.430 5.510 -0.06 0.05 0.03
C 0.689 3.247 6.098 0.11 -0.11 -0.13
C 0.670 2.244 4.947 0.03 0.04 0.06
C 0.712 3.167 3.734 -0.01 -0.13 -0.04
O 1.466 4.317 4.159 0.01 0.01 -0.02
H -0.312 3.587 6.370 0.00 0.00 0.03
H 1.195 2.894 6.993 -0.05 0.06 0.05
H -0.190 1.579 4.937 -0.03 0.03 -0.02
H 1.571 1.631 4.973 -0.01 -0.02 -0.02
H -0.284 3.500 3.434 -0.01 -0.01 0.00
H 1.205 2.724 2.875 0.01 0.07 -0.03
```
Forces are in eV/Å.

ORCA calculation (the ωB97M-V functional and the def2-TZVPD basis) on C23H35Cl2N4O7PTa as an isolated structure.

Its energy is -80576.4051 eV. As for the LUMO energy: -10.297 eV. The value obtained for the max |F| is 0.490 eV/A. As for the energy above the lowest of the compared OMol25 structures with the same formula, charge and spin: 0.727 eV. Its total charge is +3.

Structure (XYZ):
```
73
Properties=species:S:1:pos:R:3:forces:R:3
Ta 0.460 0.439 -0.021 0.22 -0.32 -0.30
C 3.973 1.757 3.807 0.06 0.02 0.02
O 2.615 1.447 3.337 0.05 0.01 -0.07
C 2.391 1.005 2.169 -0.01 -0.19 -0.20
O 1.190 0.740 1.835 0.18 0.16 0.30
N 3.351 0.763 1.257 -0.11 0.12 0.13
N 2.932 0.240 0.012 0.07 -0.03 0.11
H 3.837 2.108 4.823 -0.01 -0.01 -0.01
H 4.395 2.548 3.190 -0.02 0.00 -0.01
H 4.571 0.847 3.798 -0.01 0.00 0.00
H 4.334 0.925 1.434 0.00 -0.01 -0.03
H 3.374 -0.670 -0.136 -0.06 -0.01 0.07
H 3.265 0.867 -0.719 0.01 -0.04 -0.06
Cl 1.521 3.918 -6.452 0.00 0.02 -0.02
C 1.253 2.897 -5.115 -0.02 -0.09 0.09
C 0.804 1.590 -5.315 0.05 0.14 0.07
C 0.576 0.723 -4.246 0.01 -0.02 0.03
Cl -0.008 -0.855 -4.547 -0.01 -0.03 0.04
C 0.805 1.160 -2.955 0.03 0.20 -0.27
O 0.552 0.353 -1.886 0.06 0.29 0.22
C 1.253 2.487 -2.736 -0.03 -0.08 -0.02
C 1.528 2.981 -1.436 -0.02 -0.08 -0.04
O 1.447 2.310 -0.369 -0.19 0.03 -0.06
C 1.471 3.350 -3.825 -0.03 -0.08 -0.04
H 0.619 1.236 -6.322 0.00 0.00 -0.01
H 1.867 4.014 -1.334 0.01 -0.02 0.01
H 1.812 4.363 -3.652 0.01 0.01 -0.02
C -3.240 2.605 -1.888 0.00 0.02 0.01
C -3.511 2.883 -0.414 0.00 -0.03 -0.04
C -3.332 1.636 0.489 -0.06 0.02 0.06
C -3.562 2.010 1.984 -0.01 -0.02 -0.03
C -3.353 0.853 2.950 0.00 -0.01 0.00
C -4.347 0.572 0.077 0.03 0.02 0.03
O -5.522 0.755 0.149 0.02 0.01 -0.01
N -3.840 -0.634 -0.436 0.01 -0.08 -0.01
C -2.537 -1.006 -0.574 0.05 -0.04 -0.12
O -2.150 -1.987 -1.146 -0.02 0.04 0.05
N -1.597 -0.102 0.009 -0.05 0.04 0.02
C -1.961 1.125 0.353 -0.22 -0.08 -0.02
O -0.912 1.857 0.547 0.15 0.08 0.07
H -3.380 3.512 -2.473 0.00 0.00 -0.01
H -3.921 1.854 -2.291 0.00 -0.01 -0.01
H -2.211 2.263 -2.061 0.00 0.00 0.00
H -4.541 3.211 -0.272 0.00 0.00 0.01
H -2.860 3.672 -0.034 0.00 0.00 0.01
H -4.590 2.369 2.032 0.01 0.00 0.00
H -2.906 2.848 2.224 0.00 0.01 -0.01
H -4.014 0.013 2.726 0.00 0.00 0.00
H -3.575 1.174 3.966 0.00 -0.01 0.00
H -2.318 0.495 2.946 0.00 0.00 0.01
H -4.528 -1.286 -0.804 -0.01 0.02 0.01
C 0.449 -3.473 -1.884 0.01 0.01 -0.03
C 1.478 -3.218 -0.788 -0.01 -0.05 0.07
P 0.893 -2.199 0.599 -0.15 0.19 0.28
C -0.591 -2.945 1.351 -0.01 -0.04 -0.04
C -0.371 -4.272 2.080 0.02 0.00 -0.03
C 2.175 -2.320 1.924 0.08 0.12 0.00
C 2.977 -3.626 1.971 -0.01 0.00 -0.02
H 0.911 -4.071 -2.667 -0.01 0.00 -0.01
H 0.079 -2.549 -2.322 0.01 -0.02 0.00
H -0.408 -4.025 -1.502 0.02 0.00 -0.01
H 2.387 -2.747 -1.179 -0.01 -0.03 -0.05
H 1.795 -4.161 -0.334 0.04 0.00 -0.03
H -1.303 -3.075 0.540 -0.03 0.01 -0.01
H -1.010 -2.198 2.034 0.03 0.01 -0.02
H 0.044 -5.035 1.422 0.01 0.00 0.00
H -1.338 -4.637 2.425 0.00 -0.01 0.00
H 0.267 -4.170 2.956 0.01 0.00 0.01
H 1.625 -2.172 2.859 -0.02 0.00 -0.01
H 2.884 -1.490 1.865 -0.11 -0.11 -0.03
H 2.342 -4.507 2.000 0.00 -0.01 0.00
H 3.585 -3.631 2.874 0.01 -0.01 0.00
H 3.651 -3.716 1.120 -0.01 -0.02 -0.01
```
Forces are in eV/Å.